Formula: C4H8N
Source: the OMol25 dataset
Level of theory: the ωB97M-V functional and the def2-TZVPD basis

Bonds (Å) are listed after each position.
CARTESIAN COORDINATES (ANGSTROEM)
1 C -0.173 -0.716 -1.053  H4 1.096, N12 1.234
2 H -0.663 -2.836 1.533  C8 1.095
3 H -1.003 -1.623 2.798  C8 1.128
4 H -0.190 -1.141 -2.064  C1 1.096
5 H -0.247 1.822 -2.404  C11 1.062
6 C 0.015 1.679 -0.209  H7 1.074, C11 1.520, N12 1.428, H13 1.106
7 H -1.033 1.782 0.001  C6 1.074
8 C -0.221 -2.329 2.397  H2 1.095, H3 1.128, H10 1.083
9 H 1.428 1.777 -2.120  C11 1.045
10 H 0.651 -2.483 3.022  C8 1.083
11 C 0.496 1.740 -1.650  H5 1.062, C6 1.520, H9 1.045, N12 1.539
12 N 0.232 0.436 -0.877  C1 1.234, C6 1.428, C11 1.539
13 H 0.708 1.892 0.626  C6 1.106

The HOMO-LUMO gap (spin up / spin down) is 5.096 / 10.360 eV. The max |F| comes out at 2.754 eV/Å. The relative energy (zero: lowest compared OMol25 entry of this formula, charge and spin) comes out at 144.6 kcal per mole. The LUMO energy (spin up / spin down) comes out at -7.0230 / -5.1258 eV. Its net charge is +1. The value obtained for the total energy is -5753.59207 eV.

Atomic partial charges in e from the Löwdin method, atoms 1 to 4: 0.2964 -0.0210 0.0021 0.1202

Formula: C4H8N
Source: the OMol25 dataset
Level of theory: the ωB97M-V functional and the def2-TZVPD basis

Bonds (Å) are listed after each position.
CARTESIAN COORDINATES (ANGSTROEM)
1 C -2.577 0.207 0.328  H2 1.015, H8 1.082, H9 1.155
2 H -2.303 0.021 1.287  C1 1.015
3 H 0.264 -0.567 -1.687  C10 1.094
4 C 2.035 1.021 0.498  H5 1.040, C6 1.273, H7 1.102
5 H 1.902 1.487 1.419  C4 1.040
6 C 1.399 -0.017 0.125  C4 1.273, C10 1.469, N12 1.413
7 H 2.769 1.269 -0.286  C4 1.102
8 H -2.610 1.199 -0.103  C1 1.082
9 H -3.019 -0.565 -0.409  C1 1.155
10 C 0.911 -0.954 -0.895  H3 1.094, C6 1.469, N12 1.473, H13 1.044
11 H -0.641 -0.505 0.487  N12 1.040
12 N 0.329 -0.878 0.457  C6 1.413, C10 1.473, H11 1.040
13 H 1.542 -1.719 -1.222  C10 1.044

The HOMO-LUMO gap (spin up / spin down) is 10.562 / 5.175 eV. The max |F| comes out at 6.529 eV/Å. The relative energy (zero: lowest compared OMol25 entry of this formula, charge and spin) comes out at 133.4 kcal per mole. The LUMO energy (spin up / spin down) comes out at -5.5349 / -8.6579 eV. Its net charge is +1. The value obtained for the total energy is -5754.07735 eV.

Atomic partial charges in e from the Löwdin method, atoms 1 to 4: 0.1901 -0.0214 0.1354 0.2031

Formula: C4H8N
Source: the OMol25 dataset
Level of theory: the ωB97M-V functional and the def2-TZVPD basis

Bonds (Å) are listed after each position.
CARTESIAN COORDINATES (ANGSTROEM)
1 H 0.313 0.066 -0.381  N6 1.082
2 H -0.512 -1.547 1.133  C5 1.173
3 H -2.209 -1.115 0.469  C5 1.082
4 H -0.822 2.343 0.064  C7 1.128
5 C -1.145 -1.040 0.286  H2 1.173, H3 1.082, N6 1.411, H13 1.064
6 N -0.648 0.264 0.073  H1 1.082, C5 1.411, C7 1.283
7 C -1.262 1.351 0.372  H4 1.128, N6 1.283, H12 1.158
8 C 2.521 -0.315 -0.041  H10 1.073, C11 1.198
9 H 1.531 0.907 -1.572  C11 1.014
10 H 3.331 -0.854 0.413  C8 1.073
11 C 2.097 0.344 -0.946  C8 1.198, H9 1.014
12 H -2.389 1.277 0.622  C7 1.158
13 H -0.807 -1.681 -0.493  C5 1.064

The HOMO-LUMO gap is 10.230 eV. The max |F| comes out at 3.640 eV/Å. The relative energy (zero: lowest compared OMol25 entry of this formula, charge and spin) comes out at 65.4 kcal per mole. The LUMO energy comes out at -5.1490 eV. Its net charge is +1. The value obtained for the total energy is -5757.03023 eV.

Atomic partial charges in e from the Löwdin method, atoms 1 to 4: 0.0911 0.1595 0.1067 0.1396

Formula: C4H8N
Source: the OMol25 dataset
Level of theory: the ωB97M-V functional and the def2-TZVPD basis

Bonds (Å) are listed after each position.
CARTESIAN COORDINATES (ANGSTROEM)
1 N 0.064 0.390 -0.079  C6 1.522, H7 1.023, C10 1.458, C12 1.475
2 H 2.111 -0.174 0.433  C12 1.010
3 H 0.264 2.075 1.369  C6 1.072
4 H 2.135 1.352 -0.279  C12 1.084
5 H -0.750 -1.790 -2.022  C9 1.044
6 C 0.508 1.041 1.223  N1 1.522, H3 1.072, H11 1.157, C12 1.525
7 H -0.450 0.930 -0.779  N1 1.023
8 H -1.768 -2.466 -0.862  C9 1.123
9 C -1.073 -1.605 -1.047  H5 1.044, H8 1.123, C10 1.261
10 C -0.642 -0.885 -0.106  N1 1.458, C9 1.261
11 H 0.129 0.570 2.210  C6 1.157
12 C 1.506 0.587 0.163  N1 1.475, H2 1.010, H4 1.084, C6 1.525
13 H -0.771 -0.596 2.836  no bonds

The HOMO-LUMO gap (spin up / spin down) is 9.315 / 9.656 eV. The max |F| comes out at 3.931 eV/Å. The relative energy (zero: lowest compared OMol25 entry of this formula, charge and spin) comes out at 168.0 kcal per mole. The LUMO energy (spin up / spin down) comes out at -5.5203 / -4.7500 eV. Its net charge is +1. The value obtained for the total energy is -5752.57851 eV.

Atomic partial charges in e from the Löwdin method, atoms 1 to 4: -0.0281 0.0960 0.1170 0.1438

Formula: C4H8N
Source: the OMol25 dataset
Level of theory: the ωB97M-V functional and the def2-TZVPD basis

Bonds (Å) are listed after each position.
CARTESIAN COORDINATES (ANGSTROEM)
1 N -0.307 0.016 -0.082  C5 1.444, C11 1.438, C12 1.263
2 H 1.000 1.522 -0.692  C12 1.137
3 H -1.875 -0.655 -1.150  C5 1.111
4 H 2.930 -0.623 0.178  C13 1.072
5 C -1.667 -0.469 -0.075  N1 1.444, H3 1.111, H7 1.050, H10 1.085
6 H -0.948 1.827 -0.594  C12 1.094
7 H -1.602 -1.445 0.307  C5 1.050
8 H 0.823 -1.847 0.336  C11 1.083
9 H 2.374 0.939 -0.076  C13 1.121
10 H -2.336 0.260 0.369  C5 1.085
11 C 0.864 -0.776 0.180  N1 1.438, H8 1.083, C13 1.320
12 C -0.064 1.196 -0.461  N1 1.263, H2 1.137, H6 1.094
13 C 1.996 -0.104 0.083  H4 1.072, H9 1.121, C11 1.320

The HOMO-LUMO gap is 9.644 eV. The max |F| comes out at 3.041 eV/Å. The relative energy (zero: lowest compared OMol25 entry of this formula, charge and spin) comes out at 34.8 kcal per mole. The LUMO energy comes out at -5.5603 eV. Its net charge is +1. The SMILES is C=C[N+](=C)C. The value obtained for the total energy is -5758.35503 eV.

Atomic partial charges in e from the Löwdin method, atoms 1 to 4: -0.1494 0.1296 0.1363 0.0857

Formula: C4H8N
Source: the OMol25 dataset
Level of theory: the ωB97M-V functional and the def2-TZVPD basis

Bonds (Å) are listed after each position.
CARTESIAN COORDINATES (ANGSTROEM)
1 H -0.256 -1.620 1.183  C2 1.120
2 C -0.591 -0.989 0.321  H1 1.120, N7 1.314, H8 1.067
3 H -1.404 0.285 1.708  N7 1.029
4 C -1.865 1.045 -0.188  H5 1.160, N7 1.459, H10 1.077, H12 1.118
5 H -1.283 0.836 -1.169  C4 1.160
6 C 3.147 0.049 -0.094  H9 1.095, C11 1.290, H13 1.109
7 N -1.213 0.101 0.713  C2 1.314, H3 1.029, C4 1.459
8 H -0.683 -1.340 -0.682  C2 1.067
9 H 3.562 0.919 -0.614  C6 1.095
10 H -2.862 0.857 -0.550  C4 1.077
11 C 1.920 -0.349 -0.064  C6 1.290
12 H -1.734 1.985 0.404  C4 1.118
13 H 3.861 -0.729 0.243  C6 1.109

The HOMO-LUMO gap is 10.334 eV. The max |F| comes out at 3.785 eV/Å. The relative energy (zero: lowest compared OMol25 entry of this formula, charge and spin) comes out at 91.5 kcal per mole. The LUMO energy comes out at -4.5757 eV. Its net charge is +1. The value obtained for the total energy is -5755.89501 eV.

Atomic partial charges in e from the Löwdin method, atoms 1 to 4: 0.1277 0.0696 0.1759 -0.0240

Formula: C4H8N
Source: the OMol25 dataset
Level of theory: the ωB97M-V functional and the def2-TZVPD basis

Bonds (Å) are listed after each position.
CARTESIAN COORDINATES (ANGSTROEM)
1 H -2.878 0.470 0.014  C13 1.093
2 H -2.613 0.085 1.705  C13 1.090
3 C 0.105 -0.209 -0.058  C6 1.667, H8 1.091, N10 1.358
4 C 2.466 0.238 -0.862  H5 1.078, C6 1.318, H9 1.078
5 H 3.428 -0.014 -1.281  C4 1.078
6 C 1.574 -0.712 -0.664  C3 1.667, C4 1.318, H12 1.073
7 H -1.691 1.402 0.946  C13 1.088
8 H 0.195 0.877 -0.105  C3 1.091
9 H 2.304 1.276 -0.623  C4 1.078
10 N -1.115 -0.541 0.439  C3 1.358, H11 1.019, C13 1.425
11 H -1.360 -1.524 0.551  N10 1.019
12 H 1.698 -1.761 -0.854  C6 1.073
13 C -2.114 0.412 0.793  H1 1.093, H2 1.090, H7 1.088, N10 1.425

The HOMO-LUMO gap is 10.120 eV. The max |F| comes out at 5.443 eV/Å. The relative energy (zero: lowest compared OMol25 entry of this formula, charge and spin) comes out at 20.4 kcal per mole. The LUMO energy comes out at -5.3354 eV. Its net charge is +1. The SMILES is C=C/C=[NH+]/C. The value obtained for the total energy is -5758.97995 eV.

Atomic partial charges in e from the Löwdin method, atoms 1 to 4: 0.1147 0.1119 0.1173 0.0685

Formula: C4H8N
Source: the OMol25 dataset
Level of theory: the ωB97M-V functional and the def2-TZVPD basis

Bonds (Å) are listed after each position.
CARTESIAN COORDINATES (ANGSTROEM)
1 H 2.666 -0.191 0.796  C10 1.088
2 H -2.686 0.438 -1.343  C5 1.087
3 H 1.998 0.550 -0.578  C10 1.090
4 C 0.695 -0.831 0.306  C6 1.334, H7 1.087, C10 1.501
5 C -1.930 0.951 -0.753  H2 1.087, H9 1.094, N11 1.380
6 C -0.212 0.125 0.510  C4 1.334, N11 1.438, H12 1.102
7 H 0.433 -1.844 0.602  C4 1.087
8 H 2.629 -1.150 -0.682  C10 1.083
9 H -2.149 1.961 -0.392  C5 1.094
10 C 2.083 -0.422 -0.093  H1 1.088, H3 1.090, C4 1.501, H8 1.083
11 N -1.636 0.114 0.304  C5 1.380, C6 1.438, H13 1.029
12 H 0.112 1.128 0.830  C6 1.102
13 H -2.004 -0.828 0.492  N11 1.029

The HOMO-LUMO gap is 6.408 eV. The max |F| comes out at 7.034 eV/Å. The relative energy (zero: lowest compared OMol25 entry of this formula, charge and spin) comes out at 82.6 kcal per mole. The LUMO energy comes out at -7.4941 eV. Its net charge is +1. The SMILES is C=[NH+]/C=C/C. The value obtained for the total energy is -5756.28085 eV.

Atomic partial charges in e from the Löwdin method, atoms 1 to 4: 0.0937 0.1133 0.0826 -0.0950

Formula: C4H8N2
Source: the OMol25 dataset
Level of theory: the ωB97M-V functional and the def2-TZVPD basis

Bonds (Å) are listed after each position.
CARTESIAN COORDINATES (ANGSTROEM)
1 H -2.926 -0.302 1.404  N13 1.015
2 H -3.418 0.625 -0.058  N13 1.040
3 N 1.794 -1.292 0.449  H4 1.008, C8 1.380, H11 1.008
4 H 2.736 -1.187 0.105  N3 1.008
5 H 1.767 1.570 0.557  C6 1.091
6 C 1.463 1.009 -0.327  H5 1.091, H7 1.091, C8 1.509, H10 1.089
7 H 2.339 0.868 -0.962  C6 1.091
8 C 0.883 -0.329 0.063  N3 1.380, C6 1.509, C14 1.326
9 H -1.882 0.347 -1.340  C12 1.298
10 H 0.721 1.594 -0.870  C6 1.089
11 H 1.445 -2.234 0.528  N3 1.008
12 C -1.624 -0.096 -0.147  H9 1.298, N13 1.359, C14 1.289
13 N -2.865 -0.123 0.407  H1 1.015, H2 1.040, C12 1.359
14 C -0.432 -0.451 0.191  C8 1.326, C12 1.289

The HOMO-LUMO gap is 8.196 eV. The max |F| comes out at 5.269 eV/Å. The relative energy (zero: lowest compared OMol25 entry of this formula, charge and spin) comes out at 60.9 kcal per mole. The LUMO energy comes out at 0.9633 eV. Its net charge is 0. The SMILES is CC(N)=C=CN. The value obtained for the total energy is -7255.23249 eV.

Atomic partial charges in e from the Löwdin method, atoms 1 to 4: 0.0882 0.0944 0.0905 0.0830

Formula: C4H8N2
Source: the OMol25 dataset
Level of theory: the ωB97M-V functional and the def2-TZVPD basis

Bonds (Å) are listed after each position.
CARTESIAN COORDINATES (ANGSTROEM)
1 H -1.170 -1.091 -0.222  C3 1.103
2 C 0.585 0.107 -1.930  N9 1.162, C14 1.508
3 C -0.531 -0.307 0.217  H1 1.103, H4 1.150, N8 1.454, C14 1.525
4 H -1.075 0.673 -0.039  C3 1.150
5 H -1.212 -1.144 1.988  N8 1.028
6 H 1.255 -1.384 -0.536  C14 1.147
7 C -0.390 0.707 2.357  N8 1.456, H11 1.114, H12 1.069, H13 1.108
8 N -0.436 -0.563 1.645  C3 1.454, H5 1.028, C7 1.456
9 N 0.269 0.355 -3.021  C2 1.162
10 H 1.649 0.281 -0.033  C14 1.135
11 H -1.258 1.337 2.054  C7 1.114
12 H 0.532 1.199 2.136  C7 1.069
13 H -0.410 0.499 3.445  C7 1.108
14 C 0.813 -0.326 -0.504  C2 1.508, C3 1.525, H6 1.147, H10 1.135

The HOMO-LUMO gap is 10.417 eV. The max |F| comes out at 1.954 eV/Å. The relative energy (zero: lowest compared OMol25 entry of this formula, charge and spin) comes out at 19.5 kcal per mole. The LUMO energy comes out at 0.8918 eV. Its net charge is 0. The SMILES is CNCCC#N. The value obtained for the total energy is -7257.02894 eV.

Atomic partial charges in e from the Löwdin method, atoms 1 to 4: 0.1229 -0.2313 -0.2938 0.1321

Formula: C4H8N2
Source: the OMol25 dataset
Level of theory: the ωB97M-V functional and the def2-TZVPD basis

Bonds (Å) are listed after each position.
CARTESIAN COORDINATES (ANGSTROEM)
1 C -0.887 -0.503 -0.067  C8 1.431, C12 1.474
2 N 0.783 -2.143 0.331  H9 1.024, C12 1.448, H14 1.006
3 H 0.143 -1.323 -1.560  C12 1.118
4 H 0.807 1.512 -0.798  N11 1.017
5 C -0.278 1.635 0.901  H7 1.090, C8 1.515, H10 1.087, N11 1.437
6 H 1.267 -0.333 -0.632  C12 1.106
7 H 0.478 1.085 1.462  C5 1.090
8 C -1.073 0.912 -0.167  C1 1.431, C5 1.515, N11 1.479, H13 1.084
9 H -0.102 -2.632 0.488  N2 1.024
10 H -0.829 2.377 1.474  C5 1.087
11 N -0.060 1.942 -0.486  H4 1.017, C5 1.437, C8 1.479
12 C 0.415 -1.028 -0.516  C1 1.474, N2 1.448, H3 1.118, H6 1.106
13 H -2.094 1.253 -0.293  C8 1.084
14 H 1.430 -2.754 -0.138  N2 1.006

The HOMO-LUMO gap is 8.639 eV. The max |F| comes out at 0.555 eV/Å. The relative energy (zero: lowest compared OMol25 entry of this formula, charge and spin) comes out at 105.6 kcal per mole. The LUMO energy comes out at 0.1973 eV. Its net charge is 0. The value obtained for the total energy is -7253.29763 eV.

Atomic partial charges in e from the Löwdin method, atoms 1 to 4: 0.0692 -0.0207 0.1394 0.0723

Formula: C4H8N2
Source: the OMol25 dataset
Level of theory: the ωB97M-V functional and the def2-TZVPD basis

Bonds (Å) are listed after each position.
CARTESIAN COORDINATES (ANGSTROEM)
1 H 2.503 1.606 -2.415  C10 1.325
2 H -2.223 0.903 -0.141  N7 1.198
3 H 0.127 1.358 0.602  C9 1.268
4 C 0.861 0.210 -0.846  C9 1.474, C10 1.349
5 H -1.840 -0.179 -1.478  N7 1.076
6 N 0.957 -0.496 1.395  C9 1.355, H11 1.059, H12 1.057
7 N -2.167 -0.251 -0.455  H2 1.198, H5 1.076, C14 1.400
8 H -1.413 -0.527 1.488  C14 1.154
9 C 0.182 0.100 0.458  H3 1.268, C4 1.474, N6 1.355, C14 1.517
10 C 1.694 0.834 -1.704  H1 1.325, C4 1.349
11 H 1.686 0.222 1.670  N6 1.059
12 H 1.384 -1.366 0.973  N6 1.057
13 H -0.627 -1.746 0.073  C14 1.225
14 C -1.123 -0.669 0.380  N7 1.400, H8 1.154, C9 1.517, H13 1.225

The HOMO-LUMO gap is 9.726 eV. The max |F| comes out at 11.315 eV/Å. The relative energy (zero: lowest compared OMol25 entry of this formula, charge and spin) comes out at 139.5 kcal per mole. The LUMO energy comes out at 0.4897 eV. Its net charge is 0. The SMILES is C#C[C@H](N)CN. The value obtained for the total energy is -7251.82432 eV.

Atomic partial charges in e from the Löwdin method, atoms 1 to 4: 0.1307 0.1664 0.2056 -0.1421